Record 1
{
  "formula": "C38H42N10",
  "method": "wB97M-V/def2-TZVPD",
  "energy_ev": -54985.2164,
  "smiles": "c1ccncc1.c1ccncc1.c1ccncc1.c1ccncc1.c1ccncc1.c1ccncc1.CC#N.CC#N.CC#N.CC#N",
  "lumo_ev": 0.55,
  "charge": 0,
  "gap_ev": 9.9,
  "species": ["C", "C", "N", "H", "H", "H", "C", "C", "N", "H", "H", "H", "C", "C", "N", "H", "H", "H", "C", "C", "N", "H", "H", "H", "N", "C", "C", "C", "C", "C", "H", "H", "H", "H", "H", "N", "C", "C", "C", "C", "C", "H", "H", "H", "H", "H", "N", "C", "C", "C", "C", "C", "H", "H", "H", "H", "H", "N", "C", "C", "C", "C", "C", "H", "H", "H", "H", "H", "N", "C", "C", "C", "C", "C", "H", "H", "H", "H", "H", "N", "C", "C", "C", "C", "C", "H", "H", "H", "H", "H"],
  "coordinates": [[-2.320, 2.150, -4.242], [-2.360, 1.158, -3.134], [-2.457, 0.358, -2.328], [-1.373, 2.702, -4.235], [-3.143, 2.839, -4.067], [-2.427, 1.637, -5.158], [3.460, 0.678, -4.708], [2.362, 1.482, -5.199], [1.543, 2.243, -5.440], [3.195, -0.034, -3.842], [4.310, 1.377, -4.381], [3.878, 0.089, -5.507], [-0.222, -2.799, 3.032], [0.823, -2.720, 1.994], [1.597, -2.747, 1.160], [0.099, -3.588, 3.707], [-1.175, -3.002, 2.639], [-0.284, -1.828, 3.566], [-0.667, -0.529, 0.070], [0.437, 0.028, -0.737], [1.229, 0.466, -1.438], [-0.539, -0.192, 1.097], [-0.703, -1.629, 0.024], [-1.545, -0.182, -0.532], [-1.033, 3.886, 2.769], [-0.281, 3.631, 1.711], [-0.808, 3.365, 0.452], [-2.165, 3.471, 0.293], [-2.944, 3.872, 1.385], [-2.323, 4.099, 2.590], [0.791, 3.638, 1.792], [-0.118, 3.117, -0.400], [-2.686, 3.280, -0.624], [-3.985, 4.024, 1.327], [-2.851, 4.543, 3.456], [-3.766, -1.179, 5.008], [-3.136, -0.222, 4.350], [-2.904, -0.321, 3.015], [-3.362, -1.421, 2.278], [-3.919, -2.444, 2.983], [-4.181, -2.266, 4.385], [-2.704, 0.626, 4.889], [-2.379, 0.461, 2.491], [-3.266, -1.470, 1.228], [-4.156, -3.337, 2.412], [-4.673, -2.983, 4.991], [-1.982, -3.780, -0.241], [-1.022, -4.445, -0.880], [-1.172, -5.031, -2.152], [-2.353, -4.855, -2.781], [-3.362, -4.124, -2.144], [-3.144, -3.593, -0.886], [-0.084, -4.524, -0.337], [-0.426, -5.656, -2.623], [-2.504, -5.374, -3.702], [-4.290, -3.960, -2.710], [-3.902, -3.020, -0.367], [3.061, -3.013, -4.230], [2.755, -3.077, -2.912], [1.576, -2.687, -2.340], [0.500, -2.374, -3.181], [0.805, -2.233, -4.513], [2.082, -2.541, -5.007], [3.531, -3.496, -2.263], [1.458, -2.625, -1.302], [-0.544, -2.115, -2.823], [0.020, -1.891, -5.181], [2.303, -2.568, -6.054], [2.814, 5.437, 0.391], [3.434, 4.840, 1.420], [3.707, 3.518, 1.316], [3.361, 2.755, 0.198], [2.762, 3.426, -0.823], [2.539, 4.752, -0.696], [3.927, 5.463, 2.174], [4.218, 2.999, 2.151], [3.492, 1.651, 0.252], [2.438, 2.855, -1.677], [2.046, 5.311, -1.473], [1.188, 0.253, 2.690], [2.511, -0.001, 2.565], [3.477, 0.581, 3.325], [3.105, 1.395, 4.350], [1.740, 1.614, 4.562], [0.815, 1.038, 3.689], [2.731, -0.806, 1.904], [4.499, 0.402, 3.035], [3.893, 1.875, 4.923], [1.372, 2.093, 5.457], [-0.244, 1.204, 3.772]],
  "mulliken_charge": [-0.9930, 0.3548, -0.4764, 0.2720, 0.3276, 0.3646, -0.6292, 0.4248, -0.5098, 0.0546, 0.3058, 0.3573, -0.5520, 0.5301, -0.5510, 0.5258, -0.0366, 0.0927, 1.8469, -0.2789, -0.2969, -0.5866, -0.8734, 0.4367, -0.5515, -0.2157, 0.1819, -0.5270, -0.4611, -0.5473, 0.5618, 0.2750, 0.4129, 0.4924, 0.3516, -0.6166, -0.2442, -0.1260, -0.3851, 0.0182, -0.5212, 0.4071, 0.3862, 0.2739, 0.3787, 0.4163, -0.1330, 0.0148, -0.8611, -0.2069, -0.8373, 0.0247, 0.4650, 0.4079, 0.4421, 0.3644, 0.3507, -0.5600, -0.5044, -0.1110, 0.4248, -0.5918, -0.6059, 0.3746, 0.4797, 0.2703, 0.4150, 0.4539, -0.5849, -0.4676, -0.0830, -0.1276, -0.3641, -0.3920, 0.3481, 0.3396, 0.3429, 0.5767, 0.4072, 0.4451, -0.4642, -0.8753, -0.2783, -0.8679, -0.4092, 0.4938, 0.4679, 0.3897, 0.4586, 0.4980]
}



Record 2
{
  "formula": "C2H11N2O2",
  "method": "wB97M-V/def2-TZVPD",
  "relative_energy_kcal_mol": 10.7,
  "energy_ev": -9321.8410,
  "lumo_ev": -2.87,
  "charge": 1,
  "gap_ev": 11.8,
  "species": ["C", "N", "C", "N", "H", "H", "H", "H", "H", "H", "H", "H", "H", "O", "H", "H", "O"],
  "coordinates": [[-0.579, -0.581, -2.088], [0.483, -0.649, 1.412], [0.480, -0.668, 0.090], [-0.585, -0.469, -0.639], [-1.368, -1.285, -2.330], [-0.603, 0.381, -2.618], [0.376, -0.994, -2.350], [-0.335, -0.819, 1.972], [1.374, -0.827, 1.846], [1.429, -0.802, -0.420], [-1.335, 0.039, -0.134], [2.273, 1.974, 0.010], [3.546, 1.174, 0.397], [2.697, 1.117, -0.042], [-2.934, 0.187, 1.678], [-3.151, 1.186, 0.576], [-2.441, 0.763, 1.094]],
  "nbo_charge": [-0.4148, -0.7265, 0.4078, -0.5279, 0.2311, 0.2298, 0.2172, 0.4223, 0.4279, 0.2387, 0.4477, 0.4871, 0.4924, -0.9715, 0.4918, 0.4993, -0.9525]
}



Record 3
{
  "formula": "C36H74Br2N3O13",
  "method": "wB97M-V/def2-TZVPD",
  "energy_ev": -209690.2203,
  "lumo_ev": -4.25,
  "charge": 1,
  "gap_ev": 5.9,
  "species": ["C", "C", "Br", "C", "Br", "C", "C", "C", "O", "C", "N", "N", "C", "C", "C", "C", "C", "N", "H", "H", "H", "H", "H", "H", "H", "H", "H", "H", "H", "H", "H", "H", "H", "H", "H", "H", "C", "O", "C", "C", "O", "C", "C", "O", "C", "H", "H", "H", "H", "H", "H", "H", "H", "H", "H", "H", "H", "H", "H", "C", "O", "C", "C", "O", "C", "C", "O", "C", "H", "H", "H", "H", "H", "H", "H", "H", "H", "H", "H", "H", "H", "H", "C", "O", "C", "C", "O", "C", "C", "O", "C", "H", "H", "H", "H", "H", "H", "H", "H", "H", "H", "H", "H", "H", "H", "C", "O", "C", "C", "O", "C", "C", "O", "C", "H", "H", "H", "H", "H", "H", "H", "H", "H", "H", "H", "H", "H", "H"],
  "coordinates": [[-0.732, -3.721, -5.666], [-1.461, -2.422, -5.602], [-0.655, -0.924, -6.441], [-2.637, -2.260, -5.012], [-3.484, -3.756, -4.171], [-3.342, -0.978, -4.947], [-3.060, -0.088, -3.932], [-3.744, 1.078, -3.952], [-3.528, 2.000, -2.986], [-4.656, 1.361, -4.969], [-4.907, 0.494, -5.908], [-4.254, -0.635, -5.848], [-4.579, -1.636, -6.920], [-5.874, -1.323, -7.643], [-7.170, -1.476, -6.797], [-7.001, -2.001, -5.364], [-8.396, -2.418, -4.774], [-8.562, -3.870, -4.629], [0.245, -3.591, -6.120], [-1.279, -4.436, -6.278], [-0.606, -4.162, -4.681], [-2.345, -0.331, -3.165], [-4.389, 2.224, -2.605], [-5.180, 2.304, -5.002], [-4.657, -2.631, -6.502], [-3.777, -1.576, -7.653], [-5.932, -2.047, -8.456], [-5.858, -0.353, -8.127], [-7.623, -0.489, -6.706], [-7.907, -2.097, -7.298], [-6.581, -1.241, -4.700], [-6.396, -2.904, -5.311], [-8.575, -1.914, -3.829], [-9.136, -2.057, -5.487], [-7.968, -4.154, -3.857], [-8.184, -4.294, -5.469], [-3.944, 0.317, 0.258], [-4.977, -0.633, 0.115], [-4.739, -1.561, -0.926], [-5.398, -2.889, -0.615], [-4.684, -3.656, 0.335], [-4.733, -3.225, 1.693], [-6.068, -3.461, 2.363], [-7.001, -2.463, 1.980], [-8.339, -2.905, 2.086], [-3.852, 0.939, -0.638], [-4.190, 0.950, 1.107], [-2.987, -0.178, 0.462], [-3.661, -1.718, -1.068], [-5.167, -1.147, -1.855], [-5.391, -3.489, -1.529], [-6.443, -2.761, -0.324], [-4.413, -2.187, 1.789], [-3.992, -3.840, 2.208], [-5.939, -3.405, 3.451], [-6.439, -4.457, 2.096], [-8.506, -3.792, 1.464], [-8.984, -2.105, 1.727], [-8.595, -3.133, 3.126], [-0.774, -4.111, 2.537], [0.097, -3.029, 2.291], [-0.594, -1.872, 1.857], [0.150, -0.611, 2.245], [0.007, -0.254, 3.609], [0.712, -1.039, 4.567], [2.207, -0.813, 4.556], [2.814, -1.518, 3.487], [4.029, -0.925, 3.074], [-1.282, -4.415, 1.614], [-0.181, -4.943, 2.911], [-1.513, -3.842, 3.301], [-1.604, -1.842, 2.286], [-0.674, -1.919, 0.760], [-0.297, 0.217, 1.687], [1.201, -0.666, 1.956], [0.469, -2.097, 4.472], [0.335, -0.705, 5.536], [2.641, -1.187, 5.493], [2.410, 0.261, 4.472], [3.866, 0.111, 2.752], [4.409, -1.492, 2.227], [4.767, -0.949, 3.884], [4.558, 7.355, 2.191], [3.587, 6.333, 2.121], [3.878, 5.371, 1.122], [3.301, 4.020, 1.486], [4.049, 3.315, 2.467], [3.968, 3.796, 3.805], [2.634, 3.536, 4.469], [1.665, 4.478, 4.040], [0.349, 3.979, 4.147], [4.589, 7.932, 1.260], [4.284, 8.016, 3.010], [5.549, 6.936, 2.400], [4.961, 5.276, 0.982], [3.425, 5.714, 0.181], [3.346, 3.393, 0.591], [2.250, 4.098, 1.770], [4.246, 4.849, 3.865], [4.726, 3.231, 4.353], [2.743, 3.638, 5.557], [2.304, 2.517, 4.236], [0.231, 3.062, 3.557], [-0.327, 4.736, 3.752], [0.090, 3.776, 5.192], [10.386, 0.477, 4.310], [10.271, 0.873, 2.961], [10.059, -0.223, 2.086], [9.286, 0.206, 0.858], [7.892, 0.375, 1.082], [7.480, 1.522, 1.817], [7.627, 2.816, 1.042], [8.978, 3.248, 1.055], [9.298, 4.060, -0.051], [11.263, -0.162, 4.459], [10.495, 1.377, 4.911], [9.483, -0.051, 4.638], [9.513, -1.025, 2.597], [11.042, -0.603, 1.777], [9.359, -0.603, 0.127], [9.725, 1.094, 0.403], [7.977, 1.573, 2.787], [6.415, 1.370, 2.010], [7.018, 3.597, 1.518], [7.278, 2.665, 0.013], [9.116, 3.525, -0.992], [10.357, 4.302, 0.007], [8.715, 4.988, -0.039]],
  "mulliken_charge": [-1.3575, 0.6327, -0.0784, -0.7320, -0.0004, -0.0664, -0.0359, 0.5311, -0.5177, -0.4712, -0.9127, 1.1981, -0.7415, -1.1725, -0.7292, 0.4209, -0.8955, -0.6272, 0.4223, 0.3467, 0.3602, 0.6854, 0.3622, 0.5030, 0.4468, 0.5001, 0.4304, 0.3876, 0.3044, 0.4746, -0.1895, 0.1230, 0.3977, 0.4232, 0.2675, 0.2766, -0.0451, -0.3233, 0.1921, -0.3595, -0.5222, 0.0427, -0.7536, -0.2439, -0.8096, -0.0362, 0.3186, -0.0256, 0.2117, -0.0618, 0.2213, 0.2409, 0.0310, 0.2414, 0.4327, 0.3664, 0.3457, 0.2330, 0.3227, -0.7590, -0.3397, -0.4038, -0.3250, -0.4517, -0.4662, 0.2086, -0.3495, -0.6713, 0.2888, 0.3346, 0.3086, 0.1912, 0.3952, 0.3971, 0.1561, 0.1275, 0.4506, 0.4748, -0.3700, 0.1261, 0.3547, 0.4134, -0.7481, -0.2784, -0.4879, -0.4729, -0.2141, -0.6547, -0.1896, -0.3087, -0.6203, 0.3323, 0.2405, 0.3012, 0.1984, 0.4047, 0.3986, 0.2089, 0.1710, 0.4934, 0.5111, -0.1161, 0.1695, 0.2712, 0.3175, -0.7711, -0.2639, -0.5645, -0.3674, -0.4923, 0.0498, -0.3396, -0.2805, -0.7899, 0.3276, 0.2311, 0.3224, 0.3493, 0.4101, 0.4123, 0.1241, 0.2111, 0.0087, 0.1392, 0.3929, 0.3440, 0.2469, 0.2950]
}